Entry from the Open Molecules 2025 dataset: a molecular structure, C29H49Cl8CuMgO20S (wB97M-V/def2-TZVPD).

Each line ends with the Mulliken charge.
Element x y z (Å)
Mg: 1.72524 -0.09914 1.93965  1.65
Cu: 2.41071 -2.38664 -0.98852  0.41
S: 0.22537 -0.17636 -0.05398  -2.03
O: 1.27881 0.79994 0.31400  -1.09
O: 0.21225 -0.86354 1.25629  1.31
O: -1.03878 0.37420 -0.46776  0.77
O: 0.79806 -1.09909 -1.03435  1.90
C: 4.15788 -1.97530 1.68587  -0.96
O: 3.03811 -1.53071 0.99061  0.04
H: 3.80507 -2.63659 2.49419  0.25
H: 4.80526 -2.59752 1.06053  0.31
H: 4.77448 -1.15673 2.07123  0.20
C: -2.76334 -6.71349 0.36337  -1.22
C: -1.25023 -6.73960 0.19396  0.54
C: -0.89482 -6.84910 -1.31552  -0.61
O: 0.00717 -5.74047 -1.48723  -0.33
C: 0.00201 -4.94616 -0.44507  0.09
O: 0.57639 -3.89127 -0.35650  -0.78
O: -0.80109 -5.42693 0.51634  -0.02
H: -3.22111 -5.88338 -0.18188  0.22
H: -2.98388 -6.42778 1.39738  0.25
H: -3.31373 -7.61650 0.10757  0.42
H: -0.82570 -7.52123 0.82094  0.29
H: -1.76281 -6.71722 -1.95610  0.27
H: -0.34066 -7.73700 -1.60841  0.31
C: 6.31746 2.78958 -2.84053  -1.62
C: 4.90690 2.42550 -2.38662  1.98
C: 3.76806 2.65225 -3.40313  -0.56
O: 2.93624 1.51828 -3.13581  -0.10
C: 3.57035 0.60281 -2.44422  0.17
O: 3.18603 -0.50694 -2.23611  -0.63
O: 4.82017 1.04305 -2.12997  -0.37
H: 6.55813 2.09842 -3.65481  0.41
H: 7.11525 2.57114 -2.13277  0.40
H: 6.33679 3.80793 -3.22158  0.38
H: 4.62784 2.99682 -1.48948  -1.09
H: 4.08196 2.58256 -4.44646  0.31
H: 3.26642 3.60771 -3.28010  0.24
C: -2.14324 1.84972 2.54890  -1.11
C: -3.27188 0.81184 2.46660  2.49
C: -2.96829 -0.44867 3.27507  0.38
O: -4.22664 -0.74668 3.86203  -0.40
C: -5.06589 0.29813 3.71982  0.47
O: -6.15001 0.33129 4.19282  -0.53
O: -4.49535 1.29330 3.00769  -0.48
H: -2.16347 2.55158 1.71570  -0.08
H: -1.17663 1.35435 2.64062  -0.08
H: -2.26904 2.46639 3.44233  0.54
H: -3.37429 0.52188 1.41923  -1.21
H: -2.22852 -0.24524 4.05761  0.16
H: -2.67062 -1.29805 2.66273  -0.35
C: -4.46925 3.40177 -0.96572  -1.24
C: -5.06471 2.09299 -1.42146  0.42
C: -4.18807 0.83888 -1.46084  0.33
O: -5.02892 -0.17840 -0.87459  -0.30
C: -6.02892 0.41230 -0.22540  0.47
O: -6.83714 -0.17091 0.43870  -0.56
O: -5.99019 1.74979 -0.34201  -0.38
H: -5.23766 4.09599 -0.62132  0.45
H: -4.10152 3.94630 -1.84451  0.40
H: -3.71664 3.36570 -0.18207  0.03
H: -5.57188 2.20523 -2.38320  0.35
H: -3.32182 0.93276 -0.80220  -0.49
H: -3.84274 0.60633 -2.46608  0.49
C: 4.36074 5.60406 1.95173  -1.58
C: 4.60776 4.34484 1.13897  0.56
C: 5.85304 3.55229 1.57640  -0.40
O: 5.37557 2.22131 1.77184  -0.34
C: 4.04893 2.22567 1.73980  0.44
O: 3.35847 1.31513 2.15236  -0.82
O: 3.54628 3.37913 1.35834  -0.16
H: 5.17891 6.30942 1.83295  0.40
H: 4.20524 5.36064 3.00192  0.40
H: 3.42728 6.01407 1.56229  0.36
H: 4.66232 4.56372 0.07362  0.21
H: 6.25718 3.93730 2.51300  0.33
H: 6.63185 3.58054 0.81688  0.32
Cl: -1.20975 4.89138 -0.22848  -0.18
C: -0.07089 3.55396 -0.61357  0.51
C: 1.17915 4.16217 -1.23452  0.28
Cl: 0.82583 4.79956 -2.87162  -0.13
H: -0.55252 2.85749 -1.29408  -0.25
H: 0.11773 3.06325 0.33609  -0.15
H: 2.01675 3.47275 -1.30830  -0.49
H: 1.44902 5.03954 -0.65014  0.47
Cl: -1.50898 -0.91169 -5.04601  -0.20
C: -0.08733 -0.45323 -4.05676  0.46
C: -0.19800 1.00361 -3.62072  1.10
Cl: 0.20606 2.08488 -4.98995  -0.17
H: 0.81789 -0.64420 -4.62676  0.43
H: -0.05514 -1.08794 -3.17360  -0.76
H: 0.50412 1.15590 -2.80193  -0.71
H: -1.18019 1.17340 -3.18414  -0.17
Cl: -2.79932 -3.96399 -2.43794  -0.22
C: -2.76567 -2.30862 -1.72155  0.26
C: -2.57900 -2.36233 -0.21529  2.28
Cl: -3.94182 -3.20026 0.54514  -0.17
H: -3.71205 -1.86508 -2.01730  0.31
H: -2.00518 -1.68127 -2.18684  -0.54
H: -2.55984 -1.35292 0.18128  -1.47
H: -1.62516 -2.86723 -0.06701  -0.64
Cl: 1.07066 -4.18849 2.97103  -0.19
C: -0.35007 -3.37407 3.65622  0.37
C: -1.39227 -4.37153 4.12606  0.02
Cl: -0.80317 -5.45612 5.39731  -0.19
H: -0.73211 -2.67837 2.90863  -0.69
H: -0.03160 -2.73959 4.48434  0.47
H: -1.80078 -4.98115 3.32345  -0.16
H: -2.24886 -3.84794 4.55140  0.31

Force components x, y, z for each atom (eV/Å):
Mg 2.83 0.38 -0.16
Cu -1.20 1.98 2.12
S -0.01 0.61 0.34
O 0.67 2.57 -1.50
O -2.86 -2.47 1.62
O 0.61 -0.21 -0.03
O 0.41 -1.39 -1.36
C -0.11 -1.00 0.30
O -0.99 0.24 -1.29
H 0.38 0.15 0.05
H 0.15 0.03 -0.13
H -0.10 0.10 -0.09
C -0.44 0.78 0.79
C -1.99 -0.45 -1.53
C 0.56 -0.09 0.72
O 0.61 0.07 -0.89
C -1.19 -0.72 0.47
O 1.09 0.62 -0.25
O 1.06 0.52 0.37
H 0.34 -0.13 -0.38
H -0.02 -0.46 0.07
H 0.38 -0.24 0.05
H 0.52 0.34 0.07
H 0.02 0.16 0.00
H -0.12 -0.10 0.13
C -0.45 -0.95 -0.72
C 0.27 1.36 -0.25
C 1.12 -0.13 -0.26
O -1.36 0.41 -0.05
C 1.80 0.43 -0.48
O -0.31 -0.98 0.37
O -0.61 -1.01 0.72
H -0.10 0.29 -0.27
H -0.31 0.42 0.48
H 0.20 0.06 0.15
H 0.12 -0.32 0.17
H 0.14 -0.08 0.05
H -0.43 -0.25 0.20
C -0.72 0.33 0.42
C 1.43 0.17 -0.43
C -0.40 0.22 0.17
O 0.36 -0.37 0.06
C -0.81 -0.07 0.51
O 0.00 0.17 -0.04
O 0.44 -0.12 -0.39
H 0.16 -0.19 -0.16
H 0.05 -0.05 -0.32
H -0.06 -0.17 0.12
H -0.51 0.12 -0.08
H -0.06 -0.14 0.05
H 0.12 0.06 -0.04
C 0.15 1.02 -1.16
C -0.12 0.14 1.38
C 0.29 0.56 0.69
O 0.91 -0.07 -1.25
C -1.62 -0.17 1.58
O 0.56 0.17 -0.46
O 0.11 -0.28 -1.18
H -0.33 -0.43 0.17
H 0.56 -0.21 0.18
H 0.10 -0.39 -0.12
H -0.41 0.03 0.28
H 0.08 0.13 -0.14
H -0.26 -0.41 0.00
C -0.77 -0.64 -0.53
C 0.76 0.06 0.40
C 0.08 0.74 -0.23
O -0.26 -0.51 -0.07
C -0.16 0.18 0.97
O -0.17 -0.75 -0.10
O -0.17 0.29 -0.32
H -0.01 0.05 -0.03
H 0.17 0.00 0.04
H 0.14 0.42 0.19
H -0.26 0.00 -0.03
H -0.03 -0.20 0.05
H 0.00 -0.29 0.05
Cl -0.04 -0.21 -0.07
C 0.10 0.38 -0.11
C -0.47 0.43 0.22
Cl 0.15 -0.12 0.10
H -0.11 0.02 0.06
H 0.28 -0.08 -0.12
H -0.14 -0.21 0.05
H 0.26 -0.12 0.07
Cl 0.21 -0.09 0.08
C -0.21 0.28 0.20
C 0.42 -0.82 0.11
Cl -0.33 -0.13 0.40
H -0.06 0.13 -0.18
H -0.22 0.01 -0.04
H 0.27 0.23 -0.24
H -0.16 0.35 -0.48
Cl 0.39 0.39 0.04
C -0.62 0.33 -0.12
C 0.00 -0.04 -1.07
Cl 0.12 -0.13 0.37
H -0.15 -0.13 0.25
H 0.32 -0.45 0.00
H 0.10 0.02 -0.01
H -0.17 -0.03 0.66
Cl 0.32 0.13 -0.01
C -0.33 0.21 0.30
C -0.56 0.29 -0.14
Cl 0.17 -0.05 0.06
H -0.20 -0.37 -0.25
H 0.19 -0.31 0.16
H 0.33 -0.02 -0.16
H 0.12 0.21 0.01

Summary:
Multiplicity   2
Gap between HOMO and LUMO (spin up / spin down)   7.82 / 4.98 eV
Net charge   +1
LUMO (spin up / spin down)   -4.11 / -6.95 eV
Expectation value of S²   0.7587
Largest force on an atom   4.1 eV/Å
E_HOMO (spin up / spin down)   -11.93 / -11.93 eV